{"formula": "C36H70BN9O14PS2", "method": "ωB97M-V/def2-TZVPD", "elements": ["C", "C", "O", "C", "O", "C", "C", "C", "S", "C", "N", "N", "C", "O", "O", "B", "C", "P", "O", "O", "O", "O", "C", "C", "C", "C", "S", "C", "C", "C", "C", "C", "N", "H", "H", "H", "H", "H", "H", "H", "H", "H", "H", "H", "H", "H", "H", "H", "H", "H", "H", "H", "H", "H", "H", "H", "H", "H", "H", "H", "H", "C", "O", "N", "C", "C", "H", "H", "H", "H", "H", "H", "H", "C", "O", "N", "C", "C", "H", "H", "H", "H", "H", "H", "H", "C", "O", "N", "C", "C", "H", "H", "H", "H", "H", "H", "H", "C", "O", "N", "C", "C", "H", "H", "H", "H", "H", "H", "H", "C", "O", "N", "C", "C", "H", "H", "H", "H", "H", "H", "H", "C", "O", "N", "C", "C", "H", "H", "H", "H", "H", "H", "H"], "xyz": [[1.1375, -2.7767, 5.9387], [-0.3727, -2.5096, 6.0549], [-0.7153, -2.3526, 7.4421], [-0.7214, -1.2504, 5.2626], [-2.0210, -1.3708, 4.7249], [-2.3585, -0.3719, 3.7903], [-2.1224, 1.0410, 4.3529], [-2.3804, 2.1404, 3.3342], [-1.4813, 3.6427, 3.8872], [-1.5844, 4.5609, 2.4232], [-0.6499, 5.1304, 1.7531], [-1.2615, 5.7407, 0.6593], [-2.4977, 5.4700, 0.7572], [-2.8037, 4.7449, 1.8406], [-1.5572, -0.4612, 2.6519], [-2.2926, -1.3328, 1.6895], [-1.7395, -1.2600, 0.1575], [0.0151, -1.3624, 0.0009], [0.5808, -2.7245, -0.1149], [0.4247, -0.4621, -1.2971], [0.7304, -0.5555, 1.1701], [-3.6785, -0.8201, 1.8682], [-3.8356, -0.7006, 3.2656], [-4.3783, -2.0290, 3.8313], [-5.6637, -2.4936, 3.1412], [-6.9657, -2.1148, 3.8534], [-7.1628, -2.8138, 5.5150], [-4.8779, 0.3650, 3.5443], [-5.5888, 0.9320, 2.4828], [-6.5394, 1.8989, 2.7568], [-6.7497, 2.2679, 4.0803], [-6.0168, 1.6299, 5.0677], [-5.1010, 0.6961, 4.8186], [1.5254, -3.1710, 6.8807], [1.6806, -1.8511, 5.7203], [1.3711, -3.4763, 5.1353], [-0.9336, -3.3503, 5.6519], [-0.1589, -1.6363, 7.7663], [0.0222, -1.0883, 4.4809], [-0.6714, -0.4127, 5.9665], [-1.0968, 1.1185, 4.7172], [-2.7715, 1.1932, 5.2203], [-3.4303, 2.4147, 3.2690], [-2.0132, 1.8766, 2.3451], [-3.2842, 5.7504, 0.0761], [-2.2459, -2.5161, 2.0698], [-2.1235, -2.1242, -0.3912], [-2.1216, -0.3664, -0.3505], [0.0826, -0.9074, -2.0817], [0.1835, 0.1656, 1.5130], [-3.6173, -2.8007, 3.7626], [-4.5791, -1.9153, 4.9005], [-5.7204, -2.1327, 2.1119], [-5.6394, -3.5864, 3.0797], [-7.8087, -2.5216, 3.2878], [-7.1146, -1.0355, 3.8783], [-6.6876, -1.7835, 6.2209], [-5.3783, 0.6031, 1.4747], [-7.0947, 2.3743, 1.9569], [-7.4808, 3.0213, 4.3472], [-6.1786, 1.9005, 6.1073], [-1.0204, 1.5793, -3.2028], [-2.0931, 1.1553, -2.8112], [-0.8707, 2.5168, -4.1581], [0.4446, 2.9761, -4.5672], [-2.0536, 3.0735, -4.7851], [-0.0630, 1.2230, -2.7961], [0.5523, 4.0465, -4.3890], [0.6169, 2.7857, -5.6249], [1.1948, 2.4426, -3.9870], [-2.6929, 3.5491, -4.0397], [-2.6331, 2.2878, -5.2722], [-1.7491, 3.8085, -5.5266], [2.1101, 1.7550, 5.6541], [1.3146, 0.9194, 5.2809], [2.3878, 2.0009, 6.9528], [3.3372, 3.0108, 7.3626], [1.6968, 1.2142, 7.9589], [2.6756, 2.3941, 4.9557], [4.1553, 2.5654, 7.9339], [2.8531, 3.7691, 7.9824], [3.7520, 3.4965, 6.4816], [1.9166, 0.1531, 7.8257], [0.6173, 1.3493, 7.8750], [2.0249, 1.5286, 8.9470], [3.4404, 4.5487, -4.8054], [2.8370, 4.0468, -5.7333], [4.7803, 4.6233, -4.7086], [5.4297, 5.2308, -3.5682], [5.5954, 4.0636, -5.7801], [2.9214, 4.9828, -3.9315], [6.0472, 6.0764, -3.8804], [6.0675, 4.5067, -3.0555], [4.6792, 5.5885, -2.8659], [5.3756, 4.5662, -6.7225], [5.3821, 3.0037, -5.9079], [6.6459, 4.1985, -5.5318], [6.5558, 0.0086, -6.5525], [6.0710, 1.0608, -6.9200], [7.1173, -0.1905, -5.3440], [7.6759, -1.4676, -4.9530], [7.1514, 0.9187, -4.4071], [6.5683, -0.8914, -7.1899], [7.1615, -1.8605, -4.0739], [8.7384, -1.3690, -4.7203], [7.5625, -2.1788, -5.7686], [6.1401, 1.2624, -4.1860], [7.7075, 1.7566, -4.8300], [7.6301, 0.5933, -3.4869], [-0.9564, -1.7754, -7.3264], [-1.5635, -0.8031, -7.7385], [-0.2247, -1.7993, -6.2011], [0.4818, -2.9769, -5.7344], [-0.1358, -0.6097, -5.3749], [-0.9554, -2.7424, -7.8577], [0.1051, -3.2590, -4.7515], [1.5507, -2.7598, -5.6548], [0.3406, -3.8155, -6.4084], [-1.1310, -0.3188, -5.0361], [0.2851, 0.2213, -5.9431], [0.4948, -0.8149, -4.5125], [0.7714, -6.9372, -5.0185], [0.2655, -6.0999, -5.7435], [0.9420, -6.8132, -3.6911], [1.5385, -7.8669, -2.8973], [0.5148, -5.5900, -3.0222], [1.1337, -7.9054, -5.4073], [0.8403, -8.2136, -2.1333], [2.4435, -7.5093, -2.4023], [1.7992, -8.7063, -3.5395], [-0.5525, -5.4268, -3.1700], [1.0502, -4.7324, -3.4261], [0.7210, -5.6657, -1.9584]], "forces_ev_per_a": [[0.11, 0.11, 0.01], [0.69, 0.44, -0.06], [-0.23, -0.25, -0.16], [-0.11, -0.47, 0.10], [-0.07, 0.29, 0.38], [0.28, 0.40, -0.77], [-0.45, 0.07, 0.54], [-0.06, 0.24, 0.04], [0.16, -0.08, 0.09], [-0.24, -0.11, 0.01], [0.40, 0.12, 0.00], [0.71, 0.24, -0.11], [-0.59, 0.09, -0.28], [-0.33, -0.23, 0.19], [0.01, 0.02, 0.17], [-0.05, -0.94, 0.22], [-0.45, 0.49, 0.05], [0.40, -0.74, 0.05], [-0.13, 0.11, -0.11], [0.07, 0.07, -0.02], [0.11, 0.35, -0.41], [-0.02, 0.15, 0.04], [0.01, -0.38, -0.44], [-0.25, 0.00, 0.44], [-0.08, -0.27, 0.23], [-0.05, 0.02, -0.49], [-0.14, 0.00, 0.15], [0.16, 0.09, -0.11], [-0.10, 0.06, 0.01], [0.13, -0.02, 0.16], [-0.14, 0.02, -0.04], [-0.04, 0.09, -0.11], [-0.12, 0.01, 0.00], [-0.08, -0.18, -0.08], [-0.06, -0.01, 0.05], [-0.04, 0.02, -0.01], [-0.19, -0.01, 0.27], [-0.09, 0.01, 0.03], [-0.18, 0.04, -0.16], [0.11, 0.02, -0.05], [0.08, -0.13, -0.29], [0.04, -0.03, -0.01], [-0.01, -0.10, -0.05], [0.06, -0.11, 0.05], [-0.02, -0.06, 0.07], [0.12, 0.15, -0.06], [-0.01, 0.00, 0.04], [0.20, 0.06, 0.01], [-0.04, 0.03, 0.01], [-0.17, -0.23, 0.35], [0.06, 0.15, -0.21], [0.12, 0.07, -0.03], [0.14, 0.07, 0.00], [-0.02, 0.04, -0.04], [0.03, 0.02, 0.02], [0.01, -0.03, 0.19], [0.13, 0.05, -0.01], [0.10, 0.01, 0.07], [-0.01, -0.05, 0.00], [0.04, -0.01, 0.00], [0.08, -0.10, 0.02], [-0.03, 0.11, 0.08], [-0.04, -0.02, -0.09], [0.11, 0.04, 0.00], [-0.36, -0.09, 0.05], [0.00, -0.09, 0.05], [0.01, 0.04, 0.06], [0.04, 0.01, -0.02], [0.05, 0.02, -0.02], [0.06, 0.03, -0.03], [-0.01, 0.01, -0.01], [-0.01, 0.01, -0.02], [0.01, 0.00, -0.01], [-0.03, 0.07, -0.11], [0.12, 0.05, 0.05], [0.07, 0.05, 0.09], [-0.09, -0.09, 0.05], [-0.01, -0.01, -0.10], [0.00, 0.00, 0.01], [0.03, 0.03, -0.01], [0.03, 0.03, -0.01], [0.00, 0.01, -0.01], [-0.01, 0.00, 0.02], [0.00, -0.01, 0.02], [0.01, 0.01, 0.01], [-0.11, -0.06, 0.10], [0.17, 0.09, -0.10], [0.16, 0.07, 0.04], [0.01, -0.05, -0.11], [-0.26, 0.00, 0.06], [0.01, 0.02, -0.02], [0.00, 0.02, 0.03], [0.00, 0.02, 0.03], [-0.01, 0.00, 0.01], [0.04, -0.01, -0.02], [0.08, 0.04, -0.07], [0.01, 0.01, 0.01], [-0.09, -0.04, -0.05], [0.09, -0.03, 0.00], [0.07, -0.04, 0.04], [-0.04, 0.10, 0.05], [-0.05, 0.00, -0.07], [0.02, 0.00, 0.00], [0.01, -0.04, -0.01], [0.01, -0.03, -0.01], [-0.01, -0.01, -0.01], [0.00, 0.01, 0.03], [0.01, 0.01, 0.02], [0.00, -0.01, 0.01], [-0.02, 0.00, -0.04], [0.00, 0.02, 0.00], [0.33, -0.12, 0.24], [-0.09, 0.19, -0.10], [-0.33, 0.15, -0.25], [0.01, -0.01, 0.02], [0.03, -0.10, -0.01], [0.01, -0.07, 0.02], [-0.06, -0.01, -0.01], [0.03, 0.05, 0.05], [0.01, 0.03, 0.04], [0.04, -0.03, -0.02], [-0.06, -0.10, 0.00], [0.06, 0.00, 0.05], [0.02, -0.01, 0.06], [-0.04, 0.10, 0.00], [-0.01, -0.03, -0.09], [0.01, 0.01, 0.00], [0.02, -0.02, 0.01], [0.01, -0.03, 0.01], [0.00, -0.01, -0.01], [0.00, 0.01, 0.01], [0.02, 0.01, 0.06], [0.00, 0.03, 0.01]], "orbital_gap_ev": 7.028, "total_charge": -1, "total_energy_ha": -4122.7243}

{"formula": "C36H72AlN4O2", "method": "ωB97M-V/def2-TZVPD", "elements": ["C", "C", "C", "Al", "C", "C", "C", "C", "N", "C", "C", "C", "O", "C", "C", "C", "N", "C", "C", "C", "C", "C", "C", "C", "O", "C", "C", "C", "C", "H", "H", "H", "H", "H", "H", "H", "H", "H", "H", "H", "H", "H", "H", "H", "H", "H", "H", "H", "H", "H", "H", "H", "H", "H", "H", "H", "H", "H", "H", "H", "H", "H", "H", "H", "H", "H", "H", "H", "H", "H", "H", "C", "C", "N", "C", "C", "C", "C", "H", "H", "H", "H", "H", "H", "H", "H", "H", "H", "H", "H", "H", "H", "H", "C", "C", "N", "C", "C", "C", "C", "H", "H", "H", "H", "H", "H", "H", "H", "H", "H", "H", "H", "H", "H", "H"], "xyz": [[-4.6621, 2.6924, 1.5236], [-5.2510, 1.6596, 0.8945], [-4.5667, 0.5149, 0.2276], [-2.5998, 0.1685, 0.6728], [-1.3697, 1.4806, -0.2814], [-1.8873, 2.9135, -0.4672], [-1.2680, 3.6432, -1.6804], [0.2477, 3.4855, -1.7735], [0.6514, 2.4326, -2.7262], [1.6100, 1.4604, -2.2177], [1.0516, 2.9821, -3.9765], [2.4157, 3.6451, -4.0257], [0.3642, 2.9035, -4.9480], [-2.3484, 0.1362, 2.6856], [-1.1708, -0.7281, 3.1730], [-0.3009, 0.0476, 4.1600], [0.9585, -0.6443, 4.5247], [2.1847, 0.1671, 4.4757], [3.0769, -0.1691, 3.3035], [4.3202, -0.7648, 3.5025], [5.1252, -1.1193, 2.4190], [4.6884, -0.8746, 1.1247], [3.4636, -0.2470, 0.8917], [2.6878, 0.1010, 1.9893], [1.4956, 0.7554, 1.7765], [-2.1550, -1.6638, -0.1209], [-2.6733, -1.7908, -1.5569], [-2.5649, -2.8632, 0.7726], [-1.3867, -3.7979, 1.0864], [-3.8079, 2.6030, 2.1799], [-5.0829, 3.6862, 1.4066], [-6.3428, 1.6906, 0.8314], [-4.6827, 0.6220, -0.8536], [-5.1150, -0.4022, 0.4916], [-1.2289, 1.0679, -1.2867], [-0.3783, 1.5448, 0.1740], [-2.9604, 2.9010, -0.6496], [-1.6812, 3.5068, 0.4252], [-1.5470, 4.6973, -1.6278], [-1.7024, 3.2032, -2.5758], [0.6921, 4.4341, -2.0958], [0.6568, 3.2812, -0.7866], [2.4051, 1.9066, -1.6193], [2.0549, 0.9213, -3.0523], [1.0844, 0.7304, -1.6084], [2.5726, 4.2268, -3.1191], [3.1607, 2.8533, -4.0518], [2.4716, 4.2515, -4.9208], [-3.2691, -0.2752, 3.1092], [-2.2727, 1.1486, 3.0901], [-0.5467, -1.1246, 2.3683], [-1.5367, -1.5997, 3.7195], [-0.9101, 0.2290, 5.0494], [-0.0789, 1.0215, 3.7307], [0.8404, -0.9567, 5.4762], [2.7742, -0.0908, 5.3544], [1.9853, 1.2402, 4.4759], [4.6592, -0.9664, 4.5092], [6.0895, -1.5853, 2.5588], [5.2923, -1.1713, 0.2789], [3.0960, -0.0404, -0.1000], [0.8367, 0.1789, 1.3705], [-1.0579, -1.6691, -0.1936], [-2.6621, -2.8327, -1.8945], [-2.0163, -1.2513, -2.2387], [-3.6778, -1.3832, -1.6664], [-3.2642, -3.4609, 0.1832], [-3.0180, -2.5112, 1.6976], [-0.8403, -3.4121, 1.9449], [-1.7226, -4.8196, 1.2660], [-0.6843, -3.8357, 0.2549], [3.8526, 4.0346, 0.8297], [4.5685, 5.2117, 0.1892], [3.6546, 6.1920, -0.3724], [4.3144, 7.1793, -1.2048], [5.3147, 8.1392, -0.5456], [2.6435, 6.7015, 0.5376], [3.1127, 7.3966, 1.8237], [3.1820, 3.5575, 0.1215], [4.5788, 3.2885, 1.1567], [3.2754, 4.3258, 1.7078], [5.1889, 4.8336, -0.6291], [5.2624, 5.6474, 0.9273], [3.5455, 7.7654, -1.7166], [4.8384, 6.6360, -1.9985], [4.8156, 8.9162, 0.0320], [5.9001, 8.6426, -1.3183], [6.0156, 7.6176, 0.1066], [1.9947, 5.8691, 0.8180], [1.9931, 7.3780, -0.0229], [3.9295, 6.8585, 2.3066], [2.2863, 7.4411, 2.5356], [3.4346, 8.4221, 1.6450], [-2.3637, -5.6693, -2.2345], [-2.5591, -7.0539, -2.8319], [-2.2152, -8.1273, -1.9147], [-2.1564, -9.4286, -2.5504], [-3.4502, -10.0177, -3.1309], [-2.8785, -8.0806, -0.6233], [-4.4135, -8.1065, -0.5958], [-1.3405, -5.5358, -1.8820], [-2.5626, -4.9096, -2.9900], [-3.0417, -5.4803, -1.4021], [-1.9104, -7.1461, -3.7078], [-3.5941, -7.1315, -3.2038], [-1.7328, -10.1409, -1.8361], [-1.4221, -9.3607, -3.3598], [-4.1126, -10.3949, -2.3529], [-3.2073, -10.8623, -3.7802], [-3.9981, -9.2916, -3.7316], [-2.5457, -7.1772, -0.1083], [-2.4923, -8.9022, -0.0139], [-4.8483, -7.4536, -1.3534], [-4.7666, -7.7563, 0.3759], [-4.8121, -9.1109, -0.7368]], "forces_ev_per_a": [[-0.49, -0.05, 0.02], [0.12, 0.25, -0.11], [0.29, -0.73, 1.40], [-0.04, 0.05, -0.19], [-0.41, 0.13, 0.09], [0.38, -0.08, -0.58], [-0.15, -0.37, 0.48], [-0.18, 0.30, -0.36], [0.06, -0.18, 0.26], [-0.21, 0.02, -0.09], [0.53, -0.01, 0.50], [-0.35, -0.15, 0.15], [-0.59, 0.08, -0.71], [-0.11, -0.48, -0.24], [-0.05, 0.40, 0.52], [0.15, -0.22, -0.32], [-0.25, 0.49, 0.12], [0.06, -0.56, -0.16], [0.24, 0.01, -0.21], [0.01, 0.01, -0.51], [-0.22, 0.15, -0.07], [-0.29, 0.15, -0.19], [0.48, -0.32, 0.80], [-0.42, -0.10, -0.29], [0.05, 0.23, 0.24], [0.12, 0.39, 0.49], [0.35, -0.05, 0.19], [0.64, 0.05, -0.98], [-0.15, 0.25, 0.09], [0.88, 0.01, -0.95], [-0.65, -0.04, 1.00], [-0.03, 0.56, -0.91], [-0.09, 0.22, -0.11], [0.00, -0.20, -0.25], [0.08, -0.18, -0.07], [0.19, -0.14, 0.01], [-0.18, 0.13, 0.30], [-0.21, 0.03, 0.21], [0.03, 0.13, -0.17], [0.00, 0.14, -0.23], [0.05, 0.13, 0.04], [0.16, -0.21, 0.07], [0.26, 0.11, 0.13], [0.06, -0.07, -0.06], [-0.07, -0.04, 0.16], [0.17, 0.12, -0.02], [0.20, 0.00, -0.06], [0.18, 0.11, -0.06], [-0.17, 0.08, 0.05], [0.09, 0.13, 0.04], [0.14, 0.03, -0.11], [-0.03, -0.27, -0.16], [0.00, 0.07, 0.13], [0.16, 0.11, -0.05], [0.15, -0.20, 0.01], [0.03, 0.24, 0.22], [-0.14, 0.12, 0.10], [-0.01, -0.03, 0.11], [0.04, -0.06, 0.17], [0.12, -0.02, -0.02], [0.00, 0.05, -0.15], [-0.03, -0.03, -0.06], [0.13, -0.10, 0.05], [-0.16, -0.09, -0.10], [-0.06, 0.21, -0.13], [-0.17, -0.12, -0.12], [-0.51, 0.07, 0.28], [-0.29, -0.28, 0.13], [0.14, -0.21, 0.14], [0.05, -0.10, 0.31], [-0.01, 0.01, -0.19], [0.14, -0.04, 0.13], [-0.03, -0.09, 0.12], [0.08, 0.08, -0.08], [0.06, 0.03, -0.20], [-0.02, 0.08, -0.07], [-0.23, -0.08, 0.13], [-0.08, 0.08, -0.01], [-0.17, -0.05, -0.09], [0.01, 0.00, -0.01], [-0.01, -0.01, -0.01], [0.00, 0.09, -0.03], [0.00, 0.01, -0.02], [-0.05, 0.00, 0.07], [0.01, -0.06, 0.06], [0.00, -0.04, 0.07], [0.00, -0.01, -0.01], [-0.02, -0.02, 0.01], [0.06, -0.05, -0.01], [0.09, 0.04, -0.07], [0.00, -0.02, -0.02], [-0.01, -0.02, 0.00], [0.09, -0.03, 0.00], [0.00, -0.04, -0.04], [-0.07, 0.16, 0.03], [0.00, -0.11, -0.05], [0.11, -0.12, -0.10], [0.03, -0.11, 0.02], [-0.01, 0.13, 0.23], [0.00, -0.08, 0.09], [-0.01, -0.01, 0.05], [-0.01, 0.00, -0.01], [0.01, 0.04, 0.00], [0.00, -0.11, 0.00], [0.01, 0.00, -0.02], [-0.04, 0.03, 0.07], [-0.02, 0.08, -0.02], [-0.04, 0.07, 0.01], [0.02, 0.01, 0.00], [0.00, 0.02, 0.02], [0.00, 0.04, -0.08], [0.01, -0.08, -0.10], [0.02, 0.02, -0.01], [0.01, 0.02, 0.00], [-0.02, 0.02, -0.09]], "orbital_gap_ev": 6.837, "total_charge": -1, "total_energy_ha": -2026.7686, "de_lowest_ev": 0.000}